Record 1
Here is an isolated molecule of C22H30N4O3 from OMol25. Energies are from ωB97M-V/def2-TZVPD.

The geometry in XYZ format:
```
59
C22H30N4O3 (ωB97M-V/def2-TZVPD)
C -5.30 -6.12 -1.98
H -5.29 -6.98 -1.32
O -4.09 -5.45 -1.76
C -3.83 -4.31 -2.47
C -4.69 -3.75 -3.42
C -4.32 -2.59 -4.07
C -3.10 -1.97 -3.81
C -2.23 -2.54 -2.87
C -2.61 -3.69 -2.22
H -1.96 -4.15 -1.49
C -0.87 -1.93 -2.62
N -0.95 -0.48 -2.52
C 0.33 0.20 -2.59
C 1.18 0.02 -1.33
H 1.46 -1.03 -1.22
H 2.10 0.61 -1.43
C 0.42 0.46 -0.07
N 0.34 1.91 0.02
C 0.88 2.73 0.97
C 0.53 4.02 0.62
C -0.21 3.88 -0.55
N -0.31 2.62 -0.91
H -0.66 4.64 -1.15
H 0.79 4.91 1.15
N 1.61 2.26 2.04
C 2.15 3.03 3.04
O 2.02 4.23 3.10
C 2.93 2.19 4.04
H 2.25 1.43 4.44
C 3.51 3.05 5.18
H 3.09 4.06 5.14
H 3.25 2.62 6.15
C 5.02 3.05 4.98
C 5.29 1.68 4.37
H 6.27 1.61 3.90
C 4.15 1.52 3.36
H 3.97 0.48 3.11
H 4.40 2.06 2.44
H 5.22 0.91 5.14
H 5.56 3.22 5.90
H 5.30 3.83 4.27
H 1.78 1.26 2.08
C -0.98 -0.17 -0.04
C -1.71 0.00 -1.38
H -2.66 -0.54 -1.34
H -1.90 1.06 -1.54
H -1.57 0.28 0.76
H -0.87 -1.24 0.19
H 0.97 0.12 0.81
H 0.87 -0.16 -3.46
H 0.11 1.27 -2.72
H -0.22 -2.16 -3.47
H -0.43 -2.41 -1.73
O -2.80 -0.83 -4.48
H -2.03 -0.42 -4.03
H -4.98 -2.14 -4.80
H -5.64 -4.20 -3.65
H -5.38 -6.46 -3.02
H -6.16 -5.49 -1.74
```

Values from the calculation:
HOMO	-7.65	eV
gap between HOMO and LUMO	7.96	eV
SMILES	COc1ccc(O)c(CN2CCC(n3nccc3NC(=O)C3CCCC3)CC2)c1
LUMO	0.011	Ha

Mulliken atomic charge list, values in e, 8 entries: atom 1 (C): -0.870, atom 2 (H): 0.246, atom 3 (O): -0.430, atom 4 (C): 0.499, atom 5 (C): -0.515, atom 6 (C): -0.903, atom 7 (C): 0.050, atom 8 (C): 0.892



Record 2
Here is a cluster of 5 separate species, H10O5 in total at a distorted geometry from OMol25. Energies are from ωB97M-V/def2-TZVPD.

The geometry in XYZ format:
```
15
H10O5 (ωB97M-V/def2-TZVPD)
O 1.74 -1.98 0.16
H 1.69 -0.94 -1.05
H 2.21 -2.77 0.39
O 1.28 -0.10 -1.49
H 0.76 0.49 -0.72
H 1.96 0.40 -1.95
O -0.08 1.03 0.21
H -0.85 -0.52 0.47
O -0.62 -1.40 0.05
H 0.41 -1.62 0.29
H -1.29 -2.00 0.41
H 0.40 1.46 0.92
O -2.47 2.54 0.95
H -1.75 1.91 1.10
H -2.32 2.66 0.01
```

Values from the calculation:
HOMO	-10.02	eV
gap between HOMO and LUMO	10.31	eV
LUMO	0.011	Ha

Mulliken atomic charge list, values in e, 8 entries: atom 1 (O): -0.973, atom 2 (H): 0.419, atom 3 (H): 0.205, atom 4 (O): -0.443, atom 5 (H): 0.391, atom 6 (H): 0.388, atom 7 (O): -1.068, atom 8 (H): 0.404



Record 3
Here is an isolated molecule of C16H23N5O2S at a distorted geometry from OMol25. Energies are from ωB97M-V/def2-TZVPD.

The geometry in XYZ format:
```
47
C16H23N5O2S (ωB97M-V/def2-TZVPD)
C -5.40 -2.08 -0.26
N -5.10 -0.70 -0.01
C -5.99 0.32 -0.03
C -5.34 1.49 0.28
C -3.99 1.16 0.49
C -3.87 -0.20 0.31
C -2.67 -1.09 0.42
C -1.42 -0.29 0.50
N -0.62 -0.22 1.52
N 0.40 0.59 1.20
C 0.21 1.01 -0.02
N -0.93 0.48 -0.53
C -1.49 0.67 -1.84
H -0.96 1.49 -2.33
H -1.37 -0.24 -2.44
H -2.55 0.91 -1.76
S 1.24 2.09 -0.91
C 2.50 2.45 0.36
H 1.97 2.55 1.31
H 2.95 3.40 0.05
C 3.57 1.37 0.41
O 4.66 1.53 -0.10
N 3.21 0.28 1.09
C 4.06 -0.87 1.24
H 3.99 -1.23 2.27
H 5.09 -0.56 1.03
C 3.67 -2.01 0.29
C 3.75 -1.63 -1.20
H 4.28 -2.40 -1.76
C 2.29 -1.55 -1.63
H 1.90 -0.55 -1.48
C 1.63 -2.53 -0.66
H 1.71 -3.56 -1.03
O 2.33 -2.39 0.56
H 0.58 -2.31 -0.45
H 2.14 -1.84 -2.67
H 4.28 -0.68 -1.34
H 4.33 -2.87 0.51
H 2.24 0.19 1.41
H -2.72 -1.70 1.32
H -2.62 -1.75 -0.45
H -3.21 1.83 0.77
H -5.78 2.46 0.34
H -7.03 0.15 -0.25
H -6.47 -2.19 -0.39
H -4.89 -2.43 -1.16
H -5.08 -2.70 0.58
```

Values from the calculation:
HOMO	-8.45	eV
gap between HOMO and LUMO	8.88	eV
SMILES	Cn1cccc1Cc1nnc(SCC(=O)NC[C@@H]2CCCO2)n1C
LUMO	0.016	Ha

Mulliken atomic charge list, values in e, 8 entries: atom 1 (C): -0.893, atom 2 (N): 0.116, atom 3 (C): -0.202, atom 4 (C): -1.181, atom 5 (C): 0.008, atom 6 (C): -0.136, atom 7 (C): -0.790, atom 8 (C): 0.456



Record 4
Here is a structure of composition C19H14FGdN2O2S5 at a distorted geometry from OMol25. Energies are from ωB97M-V/def2-TZVPD.

The geometry in XYZ format:
```
44
C19H14FGdN2O2S5 (ωB97M-V/def2-TZVPD)
Gd -0.24 0.44 -0.01
O -1.90 -0.74 -0.87
C -3.08 -1.00 -0.43
C -4.23 -0.67 -1.20
C -5.49 -0.98 -0.76
C -5.70 -1.64 0.46
C -4.60 -1.95 1.23
C -3.30 -1.64 0.82
C -2.21 -1.94 1.72
N -0.97 -1.66 1.55
C -0.07 -1.95 2.64
C 0.58 -0.65 3.10
N 1.36 -0.09 2.01
C 2.60 0.13 2.21
C 3.53 0.68 1.25
C 4.90 0.61 1.53
C 5.85 1.06 0.64
C 5.40 1.60 -0.58
C 4.07 1.71 -0.88
C 3.06 1.27 0.04
O 1.83 1.43 -0.22
H -4.05 -0.15 -2.13
H -6.34 -0.70 -1.37
H -6.70 -1.88 0.80
H -4.74 -2.44 2.19
H -2.51 -2.43 2.66
H 0.71 -2.63 2.29
H -0.59 -2.43 3.49
H 1.20 -0.84 4.00
H -0.21 0.06 3.35
H 3.03 -0.13 3.19
H 5.21 0.17 2.48
H 6.90 0.99 0.86
H 6.13 1.94 -1.31
H 3.72 2.12 -1.82
S -0.27 2.58 -7.49
C -0.26 2.08 -5.87
S 0.55 0.63 -5.30
C 0.17 0.78 -3.60
C -0.62 1.91 -3.26
S -1.14 2.42 -1.71
S -1.08 2.95 -4.58
S 0.80 -0.41 -2.59
F -1.30 1.39 1.50
```

Values from the calculation:
net charge	-2
multiplicity	8
HOMO (spin up / spin down)	-0.57 / -0.51	eV
gap between HOMO and LUMO (spin up / spin down)	5.16 / 4.51	eV
LUMO (spin up / spin down)	0.169 / 0.147	Ha

Mulliken atomic charge list, values in e, 8 entries: atom 1 (Gd): 0.677, atom 2 (O): -0.468, atom 3 (C): 0.123, atom 4 (C): -0.577, atom 5 (C): -0.354, atom 6 (C): -0.630, atom 7 (C): -0.592, atom 8 (C): 0.675



Record 5
Here is an isolated molecule of C2H4N2 at a distorted geometry from OMol25. Energies are from ωB97M-V/def2-TZVPD.

The geometry in XYZ format:
```
8
C2H4N2 (ωB97M-V/def2-TZVPD)
C -0.08 -1.64 -0.05
C 0.51 0.99 -1.15
N -0.46 -0.51 0.43
N 0.34 0.76 0.14
H -0.95 -2.45 0.11
H 1.31 1.85 -1.28
H -1.44 -0.16 0.74
H 0.77 1.16 1.06
```

Values from the calculation:
HOMO	-8.76	eV
gap between HOMO and LUMO	9.61	eV
LUMO	0.031	Ha

Mulliken analysis output, partial charges in e: atom 1 (C): -0.269, atom 2 (C): -0.282, atom 3 (N): -0.136, atom 4 (N): -0.190, atom 5 (H): 0.143, atom 6 (H): 0.146, atom 7 (H): 0.295, atom 8 (H): 0.293



Record 6
Here is a structure of composition C22H17N2O at a distorted geometry from OMol25. Energies are from ωB97M-V/def2-TZVPD.

The geometry in XYZ format:
```
42
C22H17N2O (ωB97M-V/def2-TZVPD)
C 4.90 -1.83 1.90
O 4.45 -0.46 1.80
C 3.16 -0.17 2.15
C 2.75 1.19 2.02
C 1.44 1.58 2.32
C 0.48 0.66 2.82
C -0.90 1.17 3.11
C -2.03 0.23 2.72
C -3.33 0.74 2.94
C -4.51 0.08 2.61
C -4.43 -1.17 1.98
C -3.16 -1.65 1.63
C -1.97 -0.97 1.94
C 0.88 -0.69 2.90
C 2.16 -1.12 2.55
H 5.98 -1.76 1.70
H 4.68 -2.28 2.87
H 4.38 -2.48 1.19
H 3.49 1.91 1.65
H 1.16 2.63 2.22
H -1.06 2.18 2.50
H -3.41 1.69 3.45
H -5.49 0.49 2.86
H -5.34 -1.72 1.72
H -3.07 -2.61 1.13
H -1.03 -1.41 1.62
H 0.17 -1.46 3.23
H 2.40 -2.19 2.69
N -2.27 6.24 11.60
C -2.15 5.66 10.59
C -2.01 4.96 9.35
C -2.13 5.64 8.12
C -1.98 4.97 6.90
C -1.68 3.58 6.89
N -1.42 2.88 5.69
C -1.21 2.11 4.76
C -1.59 2.90 8.12
C -1.74 3.59 9.33
H -2.34 6.71 8.12
H -2.08 5.50 5.94
H -1.38 1.81 8.10
H -1.65 3.03 10.27
```

Values from the calculation:
net charge	+1
HOMO	-11.80	eV
gap between HOMO and LUMO	7.72	eV
LUMO	-0.150	Ha

Mulliken atomic charge list, values in e, 8 entries: atom 1 (C): -0.778, atom 2 (O): -0.410, atom 3 (C): 0.838, atom 4 (C): -0.796, atom 5 (C): -0.429, atom 6 (C): 0.018, atom 7 (C): 0.290, atom 8 (C): 0.510



Here are the calculated calculated total energy numbers, same order: -35403.9482, -10398.1703, -39346.2620, -104739.5259, -5112.7784, -28107.1414 (eV).
Here are the calculated ΔE to the lowest compared entry with this formula, charge and spin numbers, same order: 1.8585, 2.6793, 0.0000, 0.2096, 6.1817, 0.7283 (eV).